Record 1
This record from OMol25 describes an isolated molecule of C5H6O. The level of theory is ωB97M-V/def2-TZVPD.

Results
**SMILES**: C=C=CC(C)=O
**HOMO**: -0.342 hartree
**2S+1**: 1

Last column: Löwdin charge in e.
Positions of all 12 atoms, in Å:
C1 -1.802 -1.081 0.595  0.03
C2 -0.694 -1.144 1.325  -0.06
C3 0.390 -0.417 1.062  -0.08
C4 0.255 0.201 -0.284  -0.43
C5 1.330 1.013 -0.936  -0.01
O1 -0.779 0.046 -0.934  0.02
H1 -2.379 -0.253 0.984  0.10
H2 -2.277 -1.754 -0.106  0.09
H3 1.247 -0.250 1.702  0.09
H4 2.200 1.209 -0.310  0.08
H5 0.873 1.953 -1.256  0.09
H6 1.634 0.477 -1.841  0.09

Record 2
This record from OMol25 describes an isolated molecule of C7H15NO. The level of theory is ωB97M-V/def2-TZVPD.

Results
**SMILES**: C/C(CO)=C(\C)CCN
**HOMO**: -0.329 hartree
**2S+1**: 1

Last column: Löwdin charge in e.
Positions of all 24 atoms, in Å:
C1 2.363 0.747 -0.582  -0.05
C2 1.123 0.308 0.197  -0.22
C3 1.346 -1.142 0.736  -0.25
O1 0.950 -2.117 -0.199  -0.08
C4 0.007 0.986 0.310  -0.27
C5 -0.285 2.356 -0.277  -0.05
C6 -1.243 0.417 1.021  -0.14
C7 -2.269 -0.225 0.048  -0.28
N1 -1.710 -1.135 -0.917  -0.01
H1 2.579 0.069 -1.426  0.09
H2 3.249 0.732 0.089  0.08
H3 2.266 1.808 -0.883  0.06
H4 2.394 -1.309 0.988  0.11
H5 0.937 -1.314 1.766  0.11
H6 -0.038 -2.119 -0.312  0.06
H7 -1.177 2.334 -0.978  0.10
H8 -0.572 3.056 0.484  0.07
H9 0.544 2.741 -0.842  0.05
H10 -0.886 -0.394 1.683  0.10
H11 -1.842 1.138 1.629  0.12
H12 -3.044 -0.755 0.626  0.11
H13 -2.766 0.607 -0.523  0.11
H14 -2.403 -1.700 -1.415  0.09
H15 -1.123 -0.694 -1.592  0.07

Record 3
This record from OMol25 describes a structure of composition C3H6O3Pm. The level of theory is ωB97M-V/def2-TZVPD.

Results
**Total charge**: +1
**HOMO (alpha / beta)**: -0.476 / -0.478 hartree
**2S+1**: 5

Last column: Mulliken spin population.
Positions of all 13 atoms, in Å:
O1 -0.264 2.070 1.789  0.00
C1 -1.006 1.283 2.395  0.00
H1 -1.828 1.661 3.027  0.00
H2 -0.660 0.263 2.641  0.00
O2 1.729 0.318 -1.363  -0.03
C2 1.180 -0.950 -1.135  0.00
C3 -0.359 -0.927 -1.217  0.00
O3 -0.906 0.154 -0.502  -0.04
Pm1 0.495 1.890 -0.512  4.08
H3 1.463 -1.328 -0.126  0.00
H4 1.557 -1.695 -1.866  0.00
H5 -0.753 -1.895 -0.844  0.00
H6 -0.647 -0.846 -2.287  0.00

Record 4
This record from OMol25 describes a structure of composition C30H80Li3O34PS10. The level of theory is ωB97M-V/def2-TZVPD.

Results
**HOMO**: -0.353 hartree
**2S+1**: 1

Last column: Löwdin charge in e.
Positions of all 158 atoms, in Å:
Li1 -2.738 0.685 0.378  0.62
Li2 0.859 -1.823 -1.302  0.62
Li3 -2.639 -2.046 -0.945  0.65
P1 -0.849 -0.466 -0.219  -0.07
O1 0.507 -0.904 0.352  -0.42
O2 -1.048 1.030 -0.451  -0.40
O3 -2.089 -1.030 0.561  -0.53
O4 -1.010 -1.360 -1.514  -0.53
O5 -2.977 -3.206 -6.383  -0.26
S1 -1.905 -3.786 -5.646  0.60
O6 -1.796 -5.192 -5.411  -0.27
O7 -0.543 -3.278 -6.343  -0.24
C1 0.318 -4.262 -6.901  -0.29
C2 -0.204 -4.779 -8.237  -0.07
C3 -1.758 -2.912 -4.108  -0.13
H1 0.528 -5.125 -6.260  0.11
H2 1.333 -3.880 -7.029  0.12
H3 -0.344 -3.947 -8.931  0.08
H4 -1.147 -5.313 -8.162  0.08
H5 0.580 -5.386 -8.696  0.08
H6 -2.727 -2.968 -3.606  0.07
H7 -1.439 -1.877 -4.181  0.05
H8 -1.099 -3.406 -3.395  0.05
O8 3.772 3.025 -0.799  -0.30
S2 2.942 4.166 -0.521  0.60
O9 3.422 5.315 0.176  -0.26
O10 2.431 4.686 -1.961  -0.31
C4 3.437 5.031 -2.949  -0.23
C5 2.779 4.891 -4.324  -0.06
C6 1.325 3.669 0.055  -0.09
H9 4.260 4.319 -2.893  0.11
H10 3.693 6.065 -2.724  0.12
H11 2.110 4.033 -4.306  0.07
H12 3.552 4.676 -5.065  0.08
H13 2.285 5.801 -4.654  0.08
H14 0.678 4.490 -0.252  0.07
H15 1.300 3.632 1.138  0.04
H16 1.049 2.748 -0.451  0.06
O11 -3.839 3.307 -2.602  -0.28
S3 -3.439 2.551 -3.752  0.60
O12 -4.273 2.528 -4.902  -0.25
O13 -2.002 3.087 -4.212  -0.24
C7 -1.037 3.336 -3.189  -0.26
C8 -0.777 4.841 -3.122  -0.06
C9 -3.031 0.887 -3.225  -0.09
H17 -0.133 2.793 -3.470  0.10
H18 -1.346 3.088 -2.170  0.09
H19 -0.415 5.211 -4.086  0.08
H20 -0.030 5.188 -2.410  0.06
H21 -1.746 5.314 -2.955  0.08
H22 -3.849 0.240 -3.542  0.08
H23 -3.003 0.890 -2.139  0.04
H24 -2.112 0.567 -3.706  0.07
O14 0.292 -3.938 -1.032  -0.30
S4 -0.867 -4.352 -0.290  0.62
O15 -2.218 -3.964 -0.608  -0.32
O16 -0.892 -5.924 -0.173  -0.23
C10 0.295 -6.625 0.263  -0.24
C11 0.335 -7.971 -0.438  -0.06
C12 -0.568 -3.857 1.410  -0.10
H25 0.237 -6.746 1.344  0.13
H26 1.204 -6.112 -0.054  0.12
H27 -0.513 -8.626 -0.251  0.08
H28 1.269 -8.437 -0.119  0.09
H29 0.383 -7.832 -1.519  0.09
H30 -1.133 -4.530 2.061  0.07
H31 -0.949 -2.845 1.523  0.04
H32 0.484 -4.054 1.598  0.06
O17 -5.162 3.314 0.407  -0.26
S5 -4.556 4.596 0.540  0.59
O18 -5.072 5.742 -0.140  -0.26
O19 -4.551 4.874 2.112  -0.26
C13 -4.132 6.143 2.614  -0.27
C14 -4.136 6.046 4.123  -0.05
C15 -2.785 4.485 0.208  -0.10
H33 -4.797 6.953 2.309  0.12
H34 -3.136 6.376 2.226  0.10
H35 -3.950 7.016 4.585  0.08
H36 -3.388 5.352 4.507  0.07
H37 -5.116 5.707 4.457  0.09
H38 -2.615 3.419 0.117  0.03
H39 -2.148 4.945 0.951  0.05
H40 -2.684 4.915 -0.786  0.05
O20 2.781 0.568 3.617  -0.28
S6 3.414 1.210 2.510  0.59
O21 3.216 2.634 2.374  -0.29
O22 4.957 0.843 2.607  -0.25
C16 5.874 1.592 1.751  -0.25
C17 7.048 2.037 2.603  -0.06
C18 2.991 0.353 0.997  -0.11
H41 5.395 2.418 1.230  0.10
H42 6.227 0.817 1.064  0.12
H43 6.667 2.638 3.429  0.09
H44 7.701 2.716 2.049  0.08
H45 7.643 1.160 2.847  0.08
H46 3.748 0.685 0.295  0.06
H47 1.965 0.632 0.787  0.03
H48 2.994 -0.707 1.236  0.06
O23 3.398 -2.501 3.169  -0.25
S7 2.302 -2.995 3.925  0.59
O24 1.968 -4.387 3.776  -0.30
O25 2.501 -2.765 5.507  -0.25
C19 1.839 -3.659 6.417  -0.27
C20 2.659 -4.858 6.831  -0.07
C21 0.869 -1.931 3.719  -0.11
H49 0.887 -3.939 5.956  0.10
H50 1.597 -3.080 7.310  0.13
H51 2.059 -5.430 7.544  0.08
H52 3.573 -4.576 7.351  0.08
H53 2.867 -5.500 5.978  0.07
H54 0.747 -1.859 2.639  0.04
H55 1.116 -0.995 4.206  0.05
H56 -0.002 -2.384 4.190  0.07
O26 -5.976 -4.737 2.486  -0.27
S8 -5.593 -3.638 3.313  0.59
O27 -6.562 -2.832 3.966  -0.25
O28 -4.592 -4.183 4.456  -0.26
C22 -3.617 -5.163 4.063  -0.27
C23 -2.411 -4.975 4.969  -0.06
C24 -4.468 -2.559 2.407  -0.11
H57 -3.355 -5.126 3.003  0.10
H58 -4.066 -6.141 4.258  0.13
H59 -2.662 -5.060 6.023  0.08
H60 -2.099 -3.929 4.847  0.07
H61 -1.563 -5.575 4.641  0.08
H62 -4.002 -1.838 3.071  0.08
H63 -5.183 -2.103 1.724  0.07
H64 -3.690 -3.134 1.913  0.04
O29 0.769 0.167 -4.948  -0.25
S9 1.689 -0.396 -4.014  0.59
O30 1.384 -1.657 -3.398  -0.32
O31 3.157 -0.550 -4.594  -0.24
C25 3.650 0.571 -5.397  -0.24
C26 4.731 -0.020 -6.261  -0.06
C27 1.890 0.733 -2.641  -0.10
H65 3.986 1.354 -4.716  0.12
H66 2.815 0.977 -5.968  0.12
H67 5.637 -0.283 -5.717  0.08
H68 5.085 0.685 -7.020  0.09
H69 4.331 -0.868 -6.813  0.09
H70 2.298 0.227 -1.775  0.06
H71 0.846 0.998 -2.424  0.06
H72 2.326 1.664 -2.988  0.06
O32 -2.382 2.386 4.431  -0.25
S10 -1.912 2.258 3.092  0.62
O33 -2.855 2.080 2.022  -0.32
O34 -0.981 3.527 2.683  -0.26
C28 -0.359 4.207 3.786  -0.25
C29 -0.059 5.618 3.280  -0.05
C30 -0.652 0.992 2.984  -0.10
H73 0.624 3.792 4.026  0.12
H74 -0.953 4.296 4.691  0.11
H75 0.636 5.561 2.434  0.07
H76 0.431 6.250 4.018  0.09
H77 -0.898 6.125 2.799  0.06
H78 -0.030 1.134 3.863  0.08
H79 -0.118 1.164 2.054  0.05
H80 -1.199 0.051 2.953  0.07

Record 5
This record from OMol25 describes a structure of composition C2H3NS3. The level of theory is ωB97M-V/def2-TZVPD.

Results
**HOMO**: -0.331 hartree
**2S+1**: 1

Last column: Löwdin charge in e.
Positions of all 9 atoms, in Å:
C1 1.319 0.151 -0.082  -0.61
C2 -0.882 -1.458 0.240  -1.08
H1 -0.605 3.010 -0.029  -0.13
H2 2.378 -0.010 0.106  0.06
H3 -1.176 -0.610 0.780  -0.04
N1 0.838 1.324 0.089  -0.41
S1 -0.728 1.745 -0.477  0.73
S2 0.641 -1.405 -0.598  0.85
S3 -1.785 -2.747 -0.030  0.63

Record 6
This record from OMol25 describes a structure of composition C14H28N4O4W. The level of theory is ωB97M-V/def2-TZVPD.

Results
**Total charge**: +4
**HOMO**: -0.792 hartree
**2S+1**: 1

Last column: Löwdin charge in e.
Positions of all 51 atoms, in Å:
W1 0.306 -0.274 0.882  1.75
C1 2.363 -2.391 0.571  -0.03
C2 3.207 -1.221 1.054  -0.04
O1 2.356 0.001 1.043  -0.29
C3 2.827 1.062 1.974  -0.04
C4 1.638 1.945 2.329  -0.03
O2 0.493 1.008 2.412  -0.31
C5 -0.729 1.185 3.239  -0.02
C6 -1.191 -0.235 3.534  -0.04
O3 -0.933 -1.065 2.324  -0.29
C7 -0.800 -2.519 2.616  -0.04
C8 -0.001 -3.155 1.487  -0.03
O4 1.016 -2.133 1.138  -0.32
H1 2.747 -3.331 0.966  0.17
H2 2.260 -2.453 -0.511  0.15
H3 4.067 -1.054 0.408  0.17
H4 3.535 -1.371 2.082  0.15
H5 3.616 1.632 1.485  0.17
H6 3.220 0.560 2.857  0.15
H7 1.399 2.698 1.580  0.15
H8 1.789 2.418 3.299  0.17
H9 -1.436 1.779 2.663  0.15
H10 -0.465 1.704 4.160  0.17
H11 -2.256 -0.269 3.760  0.17
H12 -0.620 -0.675 4.350  0.15
H13 -1.796 -2.954 2.695  0.17
H14 -0.277 -2.607 3.567  0.15
H15 -0.582 -3.369 0.591  0.15
H16 0.501 -4.058 1.833  0.17
C9 0.561 1.246 -4.756  0.23
N1 -0.409 1.114 -3.944  -0.03
C10 -0.990 2.315 -3.231  -0.05
N2 -1.773 1.959 -2.084  -0.10
C11 -1.152 1.711 -0.838  -0.13
N3 -0.602 0.230 -0.652  -0.21
C12 -1.427 -0.823 -1.555  -0.12
N4 -2.006 -0.262 -2.699  -0.10
C13 -1.261 -0.137 -3.911  -0.05
C14 -2.772 0.947 -2.412  -0.08
H17 1.052 2.210 -4.857  0.15
H18 0.864 0.409 -5.380  0.15
H19 -1.641 2.805 -3.958  0.17
H20 -0.175 2.989 -2.976  0.16
H21 -1.895 1.846 -0.053  0.13
H22 -0.307 2.383 -0.700  0.13
H23 -2.208 -1.178 -0.885  0.14
H24 -0.726 -1.612 -1.816  0.13
H25 -1.962 -0.043 -4.743  0.17
H26 -0.617 -0.997 -4.087  0.16
H27 -3.449 0.784 -1.574  0.16
H28 -3.359 1.249 -3.278  0.17